No. 1
ORCA calculation (ωB97M-V with the def2-TZVPD basis set) on a structure of composition C19H26F3N2NiOS2 at a distorted geometry.

Geometry as XYZ:
```
54
C19H26F3N2NiOS2 | the Open Molecules 2025 dataset | ωB97M-V with the def2-TZVPD basis set
H 16.950 10.123 5.659
C 9.502 5.655 9.463
C 10.667 11.208 6.042
N 11.418 8.854 8.595
C 9.006 12.502 4.808
O 13.439 9.460 5.716
H 6.878 11.779 6.141
C 11.623 9.299 9.825
F 8.211 5.813 9.792
H 6.221 10.739 4.878
C 11.233 8.622 10.960
C 8.083 9.902 7.586
H 9.429 14.596 4.542
H 15.807 10.331 4.317
H 17.112 8.412 3.799
H 8.477 10.905 7.779
C 16.404 8.300 4.627
C 8.707 10.031 5.148
C 9.762 13.669 4.972
H 7.275 9.650 8.261
C 10.267 6.961 9.533
H 16.888 7.679 5.388
C 14.577 7.420 7.496
H 10.076 6.937 11.657
C 9.457 11.297 5.346
C 10.793 7.657 8.439
C 10.925 13.605 5.714
H 11.472 9.042 11.933
N 7.610 9.839 6.181
H 12.259 12.408 6.815
H 14.982 6.937 6.608
F 10.014 4.785 10.344
C 11.358 12.390 6.254
H 12.140 10.253 9.933
H 14.766 9.281 8.610
H 7.298 8.884 5.974
H 8.875 9.174 7.693
C 16.087 9.683 5.149
S 10.665 7.210 6.754
H 16.256 8.843 7.695
H 15.534 7.748 4.235
H 13.511 7.472 7.358
H 5.648 10.568 6.546
H 11.483 14.519 5.828
F 9.527 5.048 8.270
H 9.360 9.154 5.199
C 10.517 7.444 10.809
H 8.109 12.545 4.220
Ni 11.511 9.401 6.497
C 15.167 8.802 7.676
H 14.782 6.788 8.379
C 6.508 10.783 5.921
S 14.714 9.943 6.345
H 8.177 10.029 4.210
```

The energy above the lowest of the compared OMol25 structures with the same formula, charge and spin comes out at 0.0 kcal per mole. Its spin multiplicity is 3. As for the gap between HOMO and LUMO (alpha / beta): 8.62 / 8.17 eV. As for the charge: +1. The calculation puts the calculated total energy at -3528.39657 hartree.

Atom charges from the Mulliken analysis, given in e for atoms 1 to 4: 0.443 0.663 -0.562 0.234

---

No. 2
ORCA calculation (ωB97M-V with the def2-TZVPD basis set) on a cluster of 4 separate species, C19H26F7NO10S in total at a distorted geometry.

Geometry as XYZ:
```
64
C19H26F7NO10S | the Open Molecules 2025 dataset | ωB97M-V with the def2-TZVPD basis set
H 9.802 1.005 3.186
C -5.634 -0.983 -1.420
C 8.613 0.043 1.621
H 4.766 0.558 0.349
O 6.708 1.318 2.143
H 3.453 0.739 -1.021
C 7.777 1.786 2.964
H 7.400 2.014 3.965
H 1.627 4.235 -4.712
H -9.647 -2.370 0.868
H 2.693 4.307 -1.859
O 2.575 -2.260 -2.375
H 2.861 0.502 0.845
C -10.050 -1.056 2.510
C -4.830 -0.532 -0.065
C -8.175 -2.476 2.422
H 0.078 3.103 -2.358
H 4.999 -2.623 -1.438
H -7.347 -1.871 2.803
F -5.241 -1.462 1.047
C 4.953 -1.622 -0.834
H 0.953 5.143 -3.348
H 0.918 0.017 -0.288
H 5.716 -1.734 0.071
F -2.679 0.283 0.954
H 8.804 -1.032 1.644
H 0.343 -0.818 -1.889
O -8.982 -2.889 3.524
H -7.768 -3.356 1.914
O 1.523 0.740 -3.060
O -1.467 -3.864 -1.134
C 3.682 0.227 0.033
O 0.169 -2.007 -0.095
O 2.913 2.550 -2.904
O 6.511 -0.207 0.449
C 0.634 2.978 -3.291
H 8.510 -0.064 3.757
C 8.783 0.665 2.984
F -5.271 0.835 0.353
C -3.195 -0.580 -0.174
C 1.702 1.946 -3.091
C 0.939 -0.990 -0.885
C 1.441 4.206 -3.631
F -6.675 -1.982 -0.974
H -0.036 2.700 -4.108
H 8.183 2.701 2.520
F -2.632 0.006 -1.414
O -2.665 -1.948 0.132
H -9.671 -0.103 2.889
N 3.593 -1.287 -0.253
C -9.096 -1.688 1.528
S -1.326 -2.315 -0.868
F -4.814 -1.676 -2.440
C 2.462 -1.546 -1.223
C 2.734 3.965 -2.898
H 5.331 -0.676 -1.441
F -6.379 0.200 -1.910
H -11.046 -0.935 2.080
C -10.060 -2.057 3.626
C 7.173 0.330 1.322
H 9.238 0.533 0.870
O -10.886 -2.107 4.522
H 3.581 4.446 -3.396
H -8.570 -0.963 0.900
```

As for the gap between HOMO and LUMO: 8.49 eV. The calculation puts the calculated total energy at -2643.69070 hartree.

Atom charges from the Mulliken analysis, given in e for atoms 1 to 4: 0.329 0.607 -0.474 0.194